[1]
{"formula": "C23H29N3O6S2", "method": "the ωB97M-V functional and the def2-TZVPD basis", "symbols": ["S", "S", "O", "O", "O", "O", "O", "O", "N", "N", "N", "C", "C", "C", "C", "C", "C", "C", "C", "C", "C", "C", "C", "C", "C", "C", "C", "C", "C", "C", "C", "C", "C", "C", "H", "H", "H", "H", "H", "H", "H", "H", "H", "H", "H", "H", "H", "H", "H", "H", "H", "H", "H", "H", "H", "H", "H", "H", "H", "H", "H", "H", "H"], "xyz": [[-2.56037, 3.62258, -0.27623], [3.53081, -1.17215, 0.64137], [4.05820, -1.45901, 1.86329], [-2.23083, -1.41884, 1.83938], [3.57105, -1.82839, -0.73441], [0.20310, 2.48828, 0.78382], [-4.18506, 0.36285, 0.01634], [4.40331, 3.28379, -0.39268], [-2.44570, 0.92480, -1.52296], [3.63223, 0.40693, 0.32670], [-1.28644, 1.17049, 1.48003], [-3.40905, 1.25884, -0.76760], [-1.02301, 2.36627, 1.11388], [4.74488, 1.20532, 0.83845], [-4.42758, -2.22167, 2.22646], [-0.48208, -0.13346, -2.18451], [0.14427, -1.36399, -2.37361], [3.10959, 2.67155, -0.83486], [1.68252, -1.17768, 0.73915], [-2.86725, -2.60782, 1.92744], [4.69498, 2.54491, 1.03412], [1.57419, -1.27065, -3.22658], [3.43272, 1.13028, -1.06613], [-2.34904, -1.69930, -1.43941], [-1.87106, -0.19555, -1.53159], [-2.07330, 3.31053, 1.37826], [-0.40341, -2.46375, -2.51039], [1.04115, -2.57098, 1.16715], [-0.34780, -0.18554, 1.32354], [-0.95384, -1.58601, 1.36336], [-1.58570, -2.65656, -1.73362], [-3.98074, 2.55876, -0.60193], [0.90734, -0.02176, 0.93605], [-0.26481, -2.63779, 1.39207], [-4.71355, 2.75009, -0.12201], [-4.54523, -1.82190, 3.02482], [1.65610, -3.31625, 0.90648], [1.31069, 1.04415, 1.02282], [-5.05429, -3.10194, 2.02632], [-3.03328, 2.76069, 1.96103], [1.60234, -2.24289, -3.99950], [-2.75387, -3.16459, 1.28458], [2.68084, 0.68776, -1.48253], [4.29747, 0.77317, -1.60822], [-1.88070, 1.95400, -1.74932], [0.15889, -3.58815, -2.42351], [-3.31924, -1.38654, -1.06451], [-0.05358, 0.64645, -2.43934], [-2.21801, -3.67025, -1.42339], [-0.61783, -3.43051, 1.48959], [-2.20033, 0.75451, 1.69583], [3.79262, 2.94865, 1.85414], [-2.49063, -3.12499, 2.73308], [5.12760, 0.63536, 1.88486], [5.62706, 3.01734, 1.41812], [-1.77712, 4.10831, 1.72993], [1.75317, -0.42358, -3.71124], [-4.31874, 2.91909, -1.40084], [3.17037, 3.11461, -1.91713], [5.72696, 0.88585, 0.24136], [2.35789, -1.59476, -2.41879], [2.46298, 2.75805, -0.16871], [-4.73186, -1.52703, 1.46170]], "multiplicity": 1, "homo_lumo_gap_ev": 7.732, "e_above_lowest_kj_mol": 2509.54, "homo_ev": -7.95}

[2]
{"formula": "C23H30BaN3PS2Se3Te", "method": "the ωB97M-V functional and the def2-TZVPD basis", "symbols": ["Ba", "Te", "Se", "Se", "Se", "S", "S", "P", "N", "N", "N", "C", "C", "C", "C", "C", "C", "C", "C", "C", "C", "C", "C", "C", "C", "C", "C", "C", "C", "C", "C", "C", "C", "C", "H", "H", "H", "H", "H", "H", "H", "H", "H", "H", "H", "H", "H", "H", "H", "H", "H", "H", "H", "H", "H", "H", "H", "H", "H", "H", "H", "H", "H", "H"], "xyz": [[0.25839, -0.14462, 0.41555], [-2.31297, -1.56234, -3.11735], [-1.83741, 0.84805, -2.41571], [-0.85888, -2.82448, -1.51831], [-3.73613, 1.94316, -1.54118], [2.66206, 1.44057, 1.39704], [-0.58497, 2.42305, 1.83377], [2.35553, 0.08798, -2.26199], [-3.88790, -0.40991, 1.58479], [4.23093, 2.91748, 7.07929], [0.31287, 4.01410, 7.62863], [2.49406, 2.71048, 5.19449], [2.66545, 2.30716, -4.07447], [-2.77764, -2.52773, 3.91753], [2.47348, -0.95328, -3.78827], [-0.52944, -3.18439, 2.48141], [-3.28030, -0.88800, 0.31782], [-2.21527, -1.63402, 3.00163], [2.00226, 2.07673, 2.88190], [4.77595, -0.59048, -0.97995], [-2.19781, -3.76708, 4.11732], [3.44955, 2.82949, 6.23657], [4.13007, 0.45435, -1.88134], [-5.07410, -1.22321, 1.91430], [-1.05855, -1.90153, 2.24641], [2.60327, -2.44641, -3.51922], [1.82341, 1.71646, -2.94775], [-2.90829, -0.32255, 2.75411], [0.68884, 3.60024, 6.62069], [1.15174, 3.09270, 5.37862], [0.26700, 2.96982, 4.31585], [-1.06372, -4.09331, 3.38209], [2.88360, 2.21137, 3.95679], [0.64248, 2.47150, 3.06622], [-2.80160, -1.85010, 0.46414], [4.13513, 1.42411, -1.37510], [4.70091, 0.56914, -2.81039], [-2.61835, -4.46578, 4.83304], [-4.74582, -2.25056, 2.05688], [-5.77917, -1.15713, 1.08916], [-3.66077, -2.24864, 4.48759], [0.78740, 1.59657, -3.27161], [2.24934, 3.25843, -4.41176], [-0.76436, 3.26813, 4.45066], [-0.59929, -5.06599, 3.51611], [4.26587, -0.63234, -0.01710], [-4.19593, 0.54706, 1.38223], [0.34959, -3.50688, 1.92765], [3.91180, 1.90637, 3.81120], [1.79201, 2.40124, -2.09439], [-3.51081, 0.03618, 3.59438], [3.49875, -2.67244, -2.93678], [-2.60191, -0.11494, -0.01748], [3.69263, 2.49093, -3.75778], [5.82341, -0.34881, -0.78813], [3.31217, -0.60228, -4.40257], [-5.52014, -0.84880, 2.83461], [2.67299, -2.99977, -4.45950], [-4.06972, -0.91166, -0.43121], [-2.20306, 0.46509, 2.47552], [1.55778, -0.75516, -4.35525], [2.69797, 1.64062, -4.93740], [4.74152, -1.58426, -1.42751], [1.73448, -2.80851, -2.97292]], "multiplicity": 1, "homo_lumo_gap_ev": 5.524, "e_above_lowest_kj_mol": 44.86, "total_charge": -2, "homo_ev": -1.67}

[3]
{"formula": "C23H30BrCoO5", "method": "the ωB97M-V functional and the def2-TZVPD basis", "symbols": ["Br", "Co", "O", "O", "O", "O", "O", "C", "C", "C", "C", "C", "C", "C", "C", "C", "C", "C", "C", "C", "C", "C", "C", "C", "C", "C", "C", "C", "C", "C", "H", "H", "H", "H", "H", "H", "H", "H", "H", "H", "H", "H", "H", "H", "H", "H", "H", "H", "H", "H", "H", "H", "H", "H", "H", "H", "H", "H", "H", "H"], "xyz": [[-2.93926, 1.43923, 1.98875], [-0.67251, 2.09383, 2.45982], [0.22293, -0.77222, -3.83093], [1.44549, -2.64384, -4.13297], [3.50652, -2.30922, -1.99532], [2.19063, -4.09707, -1.82965], [0.49333, 1.70220, 1.20862], [-1.70255, 2.70578, 4.20894], [-2.78184, 3.68784, 0.09791], [1.08151, -1.92555, -1.87207], [-2.08353, 2.73618, -0.71617], [0.85916, -1.70853, -3.36886], [-0.69217, 2.92025, -0.50679], [0.49002, 3.12528, 3.64879], [-0.82318, 3.68786, 3.67684], [1.33286, -0.58985, -1.13395], [-1.81813, 4.43446, 0.82365], [-0.28865, -1.96181, 0.21487], [4.52341, -3.31022, -2.16941], [-2.37457, -0.82950, -0.54365], [-0.97068, 1.49049, 4.39314], [-2.27847, -1.79248, 1.82348], [1.10748, 0.43138, 1.23116], [0.86388, -0.82574, 0.26724], [0.40387, 1.76175, 4.09340], [1.24606, -2.42206, -5.52603], [2.29786, -2.88029, -1.87870], [-1.74469, -1.70664, 0.45567], [-0.11243, -2.61219, -1.19644], [-0.52206, 3.96845, 0.46196], [0.18059, -2.32879, -5.75756], [-2.85056, -2.71598, 2.03427], [1.68566, -3.28509, -6.01791], [-1.60036, -0.38951, -1.19001], [0.08420, 2.41268, -1.06582], [0.42003, 4.33937, 0.86719], [0.15026, -3.67574, -1.12280], [1.75643, -1.50064, -5.82012], [1.22627, 1.07142, 4.23565], [-3.86428, 3.79390, 0.17411], [0.76166, 0.19337, -1.63901], [1.07656, 0.04620, 2.26532], [5.44817, -2.76174, -2.33465], [-2.93886, -0.92067, 2.02281], [-0.01194, -2.73007, 0.96299], [-1.00656, -2.51154, -1.83279], [-2.86401, 0.04412, -0.06745], [-2.52911, 2.01186, -1.39826], [1.39033, 3.70995, 3.46361], [-2.02540, 5.21777, 1.55809], [1.65829, -1.46739, 0.67529], [-1.40006, 0.57398, 4.78081], [-2.72811, 2.91376, 4.50278], [2.39614, -0.32477, -1.20469], [4.26111, -3.92693, -3.03224], [2.16105, 0.67745, 0.99974], [-1.46305, -1.69693, 2.55924], [4.58656, -3.94565, -1.28170], [-3.11477, -1.33644, -1.19648], [-1.10654, 4.71428, 3.50625]], "multiplicity": 5, "homo_lumo_gap_ev": [2.874, 2.934], "s_squared": 6.0243, "total_charge": -2, "homo_ev": [1.07, 1.01]}

[4]
{"formula": "C23H30ClO9Tc", "method": "the ωB97M-V functional and the def2-TZVPD basis", "symbols": ["Tc", "Cl", "O", "O", "O", "O", "O", "O", "O", "O", "O", "C", "C", "C", "C", "C", "C", "C", "C", "C", "C", "C", "C", "C", "C", "C", "C", "C", "C", "C", "C", "C", "C", "C", "H", "H", "H", "H", "H", "H", "H", "H", "H", "H", "H", "H", "H", "H", "H", "H", "H", "H", "H", "H", "H", "H", "H", "H", "H", "H", "H", "H", "H", "H"], "xyz": [[-1.20690, -2.18269, 3.31710], [-1.71933, -4.51424, 5.52483], [-2.57784, -5.63865, 5.33285], [-0.56682, -4.81532, 6.32215], [1.06039, -1.20841, -0.52666], [2.47265, 3.41805, -3.94291], [-1.76847, 2.65334, -3.10029], [1.16843, 4.52951, -2.51018], [-2.42888, -3.36471, 6.06720], [-1.17541, -4.11337, 4.03704], [-0.37455, 3.38394, -4.71124], [0.64181, -2.50731, 4.93702], [1.85791, 0.19526, -2.37296], [0.61297, 2.21333, -2.90179], [1.51298, -2.09699, 3.89573], [-0.38618, -1.48738, 5.10665], [1.03732, -0.88145, 3.34854], [-0.13900, -0.48836, 4.08441], [-2.62692, -1.62187, 1.57751], [-0.64325, 2.73958, -3.55832], [2.25191, -2.26817, -2.40180], [1.51367, 0.03094, 0.02384], [1.52483, 3.41690, -3.17049], [0.46134, 1.93452, -1.39946], [-2.38259, -0.55556, 2.50826], [-3.28832, -2.35230, 3.68958], [1.21320, 0.94624, -3.54808], [-3.17543, -2.72493, 2.29651], [-1.53185, 3.99699, -5.28174], [1.95132, 5.66363, -2.89518], [-0.11490, -1.52732, -2.59739], [1.67126, 1.04943, -1.08760], [1.24844, -1.19636, -1.98426], [-2.85374, -0.97902, 3.80895], [1.96871, 1.25750, -4.27764], [1.63314, 6.46810, -2.23400], [-1.88606, 4.80169, -4.62183], [-3.81487, -2.91405, 4.45004], [2.49191, -0.14790, 0.50201], [-0.46888, 1.36890, -1.24117], [1.52617, -0.26988, 2.58999], [1.74756, 5.91757, -3.94248], [-2.33465, 3.25917, -5.40987], [0.43305, 2.86763, -0.82002], [-3.45560, -3.69830, 1.90133], [-0.62280, 0.47761, 4.03430], [2.41855, -2.62904, 3.61667], [0.81643, -3.31437, 5.63110], [1.97357, -3.25340, -2.01405], [3.01868, 5.44714, -2.78136], [-0.87430, -0.77688, -2.34894], [2.93671, 0.05730, -2.55791], [0.43679, 0.36001, -4.05420], [-1.00086, -1.35725, 5.99289], [2.28764, -2.32298, -3.49907], [2.55110, 1.68421, -0.90788], [-2.92032, -0.39462, 4.71942], [-2.43552, -1.58171, 0.50623], [-2.02502, 0.43656, 2.24358], [-0.46395, -2.48904, -2.20132], [0.80963, 0.33840, 0.80818], [-1.19799, 4.40208, -6.23815], [-0.04829, -1.62572, -3.68703], [3.25942, -2.01599, -2.04666]], "multiplicity": 4, "homo_lumo_gap_ev": [2.878, 5.208], "s_squared": 3.7733, "total_charge": -1, "homo_ev": [-0.88, -3.21]}

Repeat the third record exactly.
{"formula": "C23H30BrCoO5", "method": "the ωB97M-V functional and the def2-TZVPD basis", "symbols": ["Br", "Co", "O", "O", "O", "O", "O", "C", "C", "C", "C", "C", "C", "C", "C", "C", "C", "C", "C", "C", "C", "C", "C", "C", "C", "C", "C", "C", "C", "C", "H", "H", "H", "H", "H", "H", "H", "H", "H", "H", "H", "H", "H", "H", "H", "H", "H", "H", "H", "H", "H", "H", "H", "H", "H", "H", "H", "H", "H", "H"], "xyz": [[-2.93926, 1.43923, 1.98875], [-0.67251, 2.09383, 2.45982], [0.22293, -0.77222, -3.83093], [1.44549, -2.64384, -4.13297], [3.50652, -2.30922, -1.99532], [2.19063, -4.09707, -1.82965], [0.49333, 1.70220, 1.20862], [-1.70255, 2.70578, 4.20894], [-2.78184, 3.68784, 0.09791], [1.08151, -1.92555, -1.87207], [-2.08353, 2.73618, -0.71617], [0.85916, -1.70853, -3.36886], [-0.69217, 2.92025, -0.50679], [0.49002, 3.12528, 3.64879], [-0.82318, 3.68786, 3.67684], [1.33286, -0.58985, -1.13395], [-1.81813, 4.43446, 0.82365], [-0.28865, -1.96181, 0.21487], [4.52341, -3.31022, -2.16941], [-2.37457, -0.82950, -0.54365], [-0.97068, 1.49049, 4.39314], [-2.27847, -1.79248, 1.82348], [1.10748, 0.43138, 1.23116], [0.86388, -0.82574, 0.26724], [0.40387, 1.76175, 4.09340], [1.24606, -2.42206, -5.52603], [2.29786, -2.88029, -1.87870], [-1.74469, -1.70664, 0.45567], [-0.11243, -2.61219, -1.19644], [-0.52206, 3.96845, 0.46196], [0.18059, -2.32879, -5.75756], [-2.85056, -2.71598, 2.03427], [1.68566, -3.28509, -6.01791], [-1.60036, -0.38951, -1.19001], [0.08420, 2.41268, -1.06582], [0.42003, 4.33937, 0.86719], [0.15026, -3.67574, -1.12280], [1.75643, -1.50064, -5.82012], [1.22627, 1.07142, 4.23565], [-3.86428, 3.79390, 0.17411], [0.76166, 0.19337, -1.63901], [1.07656, 0.04620, 2.26532], [5.44817, -2.76174, -2.33465], [-2.93886, -0.92067, 2.02281], [-0.01194, -2.73007, 0.96299], [-1.00656, -2.51154, -1.83279], [-2.86401, 0.04412, -0.06745], [-2.52911, 2.01186, -1.39826], [1.39033, 3.70995, 3.46361], [-2.02540, 5.21777, 1.55809], [1.65829, -1.46739, 0.67529], [-1.40006, 0.57398, 4.78081], [-2.72811, 2.91376, 4.50278], [2.39614, -0.32477, -1.20469], [4.26111, -3.92693, -3.03224], [2.16105, 0.67745, 0.99974], [-1.46305, -1.69693, 2.55924], [4.58656, -3.94565, -1.28170], [-3.11477, -1.33644, -1.19648], [-1.10654, 4.71428, 3.50625]], "multiplicity": 5, "homo_lumo_gap_ev": [2.874, 2.934], "s_squared": 6.0243, "total_charge": -2, "homo_ev": [1.07, 1.01]}